120
Properties=species:S:1:pos:R:3:lowdin_charge:R:1 method="wB97M-V/def2-TZVPD" homo_ev="-12.22 / -12.22" s2=0.7593 charge=+1 spin_multiplicity=2
H 2.7955 -0.4873 -3.6967 0.0608
H 1.9858 -1.3317 -2.5864 0.0051
O 2.8694 -1.1924 -2.9746 -0.1205
H -4.6662 -2.4966 0.4790 0.0457
H -4.4159 -1.0596 -0.0952 0.0121
O -5.0651 -1.8040 -0.1377 -0.1007
H 1.8696 3.5297 -2.2480 0.0516
H 2.2862 2.0276 -2.5606 0.0321
O 2.6076 2.9314 -2.3304 -0.0370
H 3.8101 -0.1725 -0.5261 -0.0182
H 2.7027 -0.9575 -1.1818 -0.0152
O 3.1099 -0.7799 -0.3002 -0.0520
H 0.4855 -6.4435 1.1419 -0.0565
H -0.6794 -5.7688 1.5008 0.0054
O -0.3330 -6.6810 1.5633 -0.0699
H 3.6663 2.4967 3.9808 0.1047
O 3.0536 2.2564 3.1914 -0.0688
H 0.7833 -5.5520 -1.6423 0.0143
O 0.6697 -6.1526 -2.4013 -0.0503
H 2.3440 -3.0778 -2.3406 0.0107
H 3.5049 -2.9329 -1.4166 0.0536
O 2.7128 -3.4844 -1.5475 -0.0407
H 0.3238 -0.9867 5.5333 0.0103
H -0.5556 -1.6459 6.6378 0.0826
O -0.5086 -0.9237 6.0020 -0.0457
H 2.1766 -6.6558 0.3327 0.0651
H 2.6475 -5.2359 0.3721 0.0435
O 2.0597 -5.8450 0.8340 -0.0386
H -5.0908 2.5676 0.4386 0.0026
H -4.2229 2.4816 -0.9441 0.0557
O -4.8116 2.0446 -0.3093 -0.0476
H -3.6266 -1.9909 4.5406 0.0945
O -2.9826 -2.3157 3.8497 -0.0498
H -0.4894 -4.6828 4.5719 0.0599
H -1.1441 -3.3350 4.3864 -0.0065
O -0.6678 -3.8586 5.0522 -0.0849
H -3.2887 1.8538 2.4423 0.0183
H -2.5359 2.5232 3.6194 0.0220
O -3.3989 2.4321 3.1935 -0.0383
H 0.0036 -0.4985 -6.2939 0.0821
H -1.1883 0.4477 -6.1870 0.0743
O -0.2546 0.4316 -6.4593 0.0011
H -5.0298 -0.3317 -2.9606 0.0296
H -4.7203 0.5147 -1.5477 -0.0012
O -4.4996 -0.1270 -2.2239 -0.0345
H -2.4816 -0.3685 -3.7657 -0.0128
H -3.3794 -0.9502 -4.7570 0.1095
O -2.3879 -0.7252 -4.6465 -0.0742
H 0.9695 -1.4710 -0.5160 0.1003
H 0.2660 -2.3872 -1.5020 0.0711
O 0.6929 -1.5541 -1.4622 -0.0443
H 2.6590 2.5992 -5.1960 0.1448
O 3.3532 1.9756 -4.7981 0.1242
H -1.4828 1.1793 -2.9675 -0.0092
H -1.8273 2.6732 -3.1296 0.0396
O -2.1927 1.8071 -2.9056 -0.0219
H -2.0040 -3.4644 1.6274 0.0425
O -1.7091 -3.8418 0.7646 -0.0873
H 5.7152 -0.3295 -2.5054 0.0577
H 5.8390 1.0123 -1.9257 0.0595
O 5.3069 0.2102 -1.8329 -0.0306
H -4.1015 -5.2719 -0.7200 0.0835
H -3.1974 -3.9832 -1.0767 0.0373
O -3.8934 -4.3516 -0.5645 -0.0155
H 0.3850 0.0506 -2.6395 0.0149
H 0.7015 0.6558 -1.1407 0.0384
O 0.4897 0.7975 -2.0685 -0.0339
H -2.4384 0.1123 4.4845 0.0584
H -1.0340 0.3392 4.4132 -0.0288
O -1.7719 0.3646 3.8373 -0.0341
H -0.2203 2.7916 3.1798 0.0465
H -0.2523 4.4387 3.4441 0.1439
O -0.1643 3.6692 2.7777 -0.0828
H 0.5050 -2.9077 2.1308 0.0665
H 0.3906 -2.0148 3.3835 0.0314
O 0.3120 -2.9175 3.0932 -0.0674
H -0.2244 4.8237 1.6141 0.0275
H -0.4219 5.7734 0.2100 0.0304
O -0.4253 5.7401 1.1688 -0.1081
H -0.1636 0.8662 5.7402 -0.0151
H 1.3691 1.5900 5.8209 0.0796
O 0.4941 1.4667 5.3932 -0.0596
H -2.3063 6.1364 1.8305 0.0129
H -2.4576 4.7310 2.0591 0.0200
O -3.0233 5.5280 2.0046 -0.0702
H -4.9917 3.9742 2.0334 0.0663
H -4.8114 5.0097 1.0679 0.0161
O -5.2618 4.1760 1.0943 -0.0667
H 5.7394 1.6500 0.3642 0.0154
O 5.1005 1.5696 1.0748 -0.0598
H 1.4416 3.1033 1.5964 -0.0079
H 0.9320 2.6345 0.2011 0.0442
O 1.4159 3.3852 0.6762 -0.0861
H 3.4218 2.3824 -3.9086 0.0474
H 3.5184 2.3207 2.3907 -0.0463
H -2.6250 -3.8439 0.3941 -0.0151
H -0.2057 -6.5081 -2.3914 0.0227
H -2.7261 -1.5662 3.3339 -0.0050
H 4.6446 0.7033 0.7514 0.0703
O -2.3268 0.4757 -0.3936 -0.0530
H -3.0362 1.0774 -0.6151 -0.0119
H -1.8902 0.7602 -1.2097 0.0068
O -0.6995 4.8476 -2.8540 -0.0658
H -0.4165 5.7633 -3.0710 0.0676
H -1.3095 4.5964 -3.5749 0.0383
O 3.6809 -2.4584 -5.1172 0.0013
H 3.3381 -2.0048 -4.3556 -0.0541
H 3.5882 -3.3943 -4.8684 0.0760
O -0.4246 0.9930 0.9842 -0.0220
H -1.2128 1.3497 1.3240 0.0061
H -0.4434 0.1620 0.5483 0.0030
O 1.9643 -2.1570 5.0050 -0.0836
H 1.1929 -2.6901 5.2159 -0.0052
H 2.3946 -2.4853 4.1520 0.0920
O 5.4038 4.1313 -1.1222 -0.0277
H 4.8058 3.4245 -1.3128 -0.0228
H 5.2270 4.3830 -0.2328 0.0285
O 1.5873 -0.1204 -4.9497 0.0590
H 2.3205 -0.1945 -5.6700 0.1576
H 0.7000 0.4260 -5.2717 0.1089

***

18
Properties=species:S:1:pos:R:3:lowdin_charge:R:1 method="wB97M-V/def2-TZVPD" smiles="O=C(O)CCCCO" homo_ev=-9.86
O 1.6317 -1.4646 -2.9564 0.0558
C 1.3045 -1.2163 -1.7902 -0.4411
O 1.4424 -2.2306 -0.9498 0.0896
C 0.7240 0.0110 -0.9135 -0.0841
C 0.7515 -0.2480 0.5887 -0.2363
C -0.6717 -0.1641 1.1671 -0.1639
C -1.2292 1.4000 1.0739 -0.2450
O -1.8738 1.8047 -0.1296 -0.1301
H 1.6172 -3.0391 -1.3514 0.0909
H -0.3600 0.2660 -1.2149 0.1374
H 1.3897 0.7974 -1.2180 0.1037
H 1.4344 -0.9860 1.0662 0.1160
H 1.2809 0.7763 0.8913 0.1325
H -0.7136 -0.4039 2.2188 0.0856
H -1.4719 -0.7176 0.5400 0.1353
H -0.3620 2.0815 1.2784 0.1123
H -2.0170 1.4871 1.8945 0.1171
H -2.8772 1.8463 -0.1950 0.1243

***

29
Properties=species:S:1:pos:R:3:lowdin_charge:R:1 method="wB97M-V/def2-TZVPD" homo_ev=-8.02
C 1.6971 0.4180 -0.0522 -0.1974
C 0.4853 0.3743 0.1059 -0.0328
C 5.8285 -0.0758 0.2106 -0.1023
C 5.2303 0.1173 -1.0335 -0.0856
C 5.0104 -0.1323 1.3709 -0.0758
C 3.8250 0.3781 -1.0587 -0.0447
C 3.6369 0.0101 1.2583 -0.0430
C 3.0371 0.1190 0.0222 -0.3275
C -2.1729 2.0101 1.3728 -0.2915
C -3.3354 -1.8857 -1.8825 -0.2296
C -5.0502 -0.2935 0.3336 -0.2845
Si -1.9287 0.8161 -0.0628 0.6475
Si -3.3685 -1.0289 -0.1073 0.4894
H 6.9039 -0.3370 0.2237 0.1024
H 5.9039 -0.0314 -1.8926 0.1029
H 5.5437 -0.3321 2.2746 0.0882
H 3.5298 0.4947 -2.1357 0.1271
H 3.0321 -0.0126 2.1591 0.1181
H -1.6128 2.9244 1.3191 0.0241
H -3.2045 2.2781 1.5227 0.0066
H -1.9015 1.6110 2.3130 0.0131
H -3.9052 -1.3080 -2.5217 -0.0129
H -2.4646 -1.9115 -2.4873 0.0181
H -3.7687 -2.7957 -1.8582 -0.0248
H -4.8964 0.7286 0.6849 -0.0076
H -5.6567 -0.5198 -0.6134 0.0504
H -5.6374 -0.8503 1.1305 0.0456
H -1.6209 1.5053 -1.3909 -0.0502
H -3.1396 -2.2707 0.7950 -0.0231

***

65
Properties=species:S:1:pos:R:3:lowdin_charge:R:1 method="wB97M-V/def2-TZVPD" homo_ev=-7.64
O 1.9527 0.0971 -1.9884 -0.0309
C 1.0217 -0.8674 -2.0138 -0.4948
N -0.3384 -0.6666 -1.9609 0.1916
C -0.9427 0.4236 -1.0470 -0.0247
C -2.4637 0.4004 -0.6889 -0.0251
C -2.8620 1.3907 0.0796 -0.0422
C -2.0092 2.4208 0.7505 -0.0637
C -0.9111 2.3964 0.3235 -0.3423
C -0.2515 1.5380 -0.5202 -0.0193
H 0.8816 1.5154 -0.5827 0.1223
S 0.2355 3.7137 0.9379 0.7573
O -0.6824 4.3611 2.0609 -0.3802
O 1.3380 3.1552 1.6191 -0.2496
N 0.4289 4.7938 -0.1240 -0.2705
C 1.1387 4.5013 -1.1406 -0.2768
C 1.8269 5.8432 -1.7873 -0.0563
C 0.5017 6.5122 -2.1536 -0.2832
C -0.3851 6.8525 -1.0862 -0.1886
C -0.8735 5.3865 -0.5717 -0.0739
H -1.2914 5.7012 0.4071 0.1227
H -1.4982 4.9146 -1.1702 0.0813
H 0.2199 7.5634 -0.5040 0.1357
H -1.2900 7.3100 -1.5921 0.1316
H 0.9621 7.5303 -2.8157 0.1566
H -0.2550 5.9291 -3.2848 0.2148
H 2.2526 6.3041 -1.1441 0.0231
H 2.3310 5.5266 -2.4871 0.0320
H 2.1131 3.9150 -0.8601 0.1777
H 0.8737 3.9052 -1.8092 0.0509
H -2.5335 3.0082 1.3291 0.0827
H -3.9927 1.2422 0.0490 0.1345
H -2.9932 -0.3428 -1.2966 0.1097
H -0.8954 -1.3285 -2.1073 0.0271
C 1.3045 -2.1198 -2.3426 -0.1892
H 1.0746 -2.2759 -3.4466 0.1733
H 2.4925 -2.3651 -2.5128 0.2133
O 0.4394 -3.1462 -1.7606 -0.0640
C 0.8120 -2.8696 -0.3679 -0.1377
N 1.1366 -1.7642 -0.0216 0.1430
C 1.0415 -1.2536 1.1773 -0.1795
C 1.6488 -0.2464 1.8677 -0.1197
C 1.4442 0.4157 2.9713 0.0006
C 0.3390 -0.3329 3.8733 -0.0115
C -0.2409 -1.5524 3.5512 -0.0030
C -0.0042 -2.0026 2.0489 0.0313
N -0.4985 -3.4251 1.7801 0.1287
C -0.2038 -3.7821 0.6113 -0.1874
N -0.8002 -4.9953 0.2542 -0.1458
C -0.3008 -5.7910 -0.9949 -0.0332
H 0.4198 -5.0679 -1.6882 0.1672
H -1.0656 -6.3190 -1.4486 0.0791
C 0.6432 -6.8040 -0.2248 -0.1499
H 0.9922 -7.6961 -0.9467 0.1582
O 0.0454 -7.5726 0.8872 -0.1754
C -0.5184 -6.7738 1.8445 -0.1323
H -0.9507 -7.3620 2.3731 -0.0019
C -1.6235 -5.6063 1.1357 -0.0895
H -1.8822 -4.8661 1.8302 0.0792
H -2.3259 -6.1889 0.4878 0.1395
H 0.4478 -6.2776 2.3808 0.1687
H 1.4235 -6.3018 0.3683 0.1117
H -0.8246 -2.2334 4.0663 0.0620
H 0.0161 -0.0996 4.8027 0.0410
H 1.7163 1.3684 3.3919 0.0959
H 2.1928 0.3608 1.2313 0.0980

***

For each record above, in turn, the calculated ΔE to the lowest compared entry with this formula, charge and spin values are 788.6; 208.9; 136.7; 2419.1 kJ/mol.